{
  "formula": "C19H34O3",
  "method": "wB97M-V/def2-TZVPD",
  "smiles": "COC(C)(C)CCC[C@H](C)C/C=C/C(C)=C/C(=O)OC(C)C",
  "homo_lumo_gap_ev": 9.12,
  "de_lowest_kcal_mol": 3.0,
  "elements": ["C", "O", "C", "C", "H", "H", "H", "C", "H", "H", "H", "C", "C", "H", "C", "C", "C", "H", "H", "H", "H", "C", "C", "C", "C", "C", "C", "O", "O", "C", "C", "H", "H", "H", "C", "H", "H", "H", "H", "H", "C", "H", "H", "H", "H", "H", "H", "H", "H", "H", "H", "H", "H", "H", "H", "H"],
  "positions_angstrom": [[-6.23, -1.80, 0.12], [-5.07, -2.12, -0.59], [-3.80, -1.82, 0.01], [-2.79, -2.33, -1.03], [-1.78, -2.27, -0.65], [-3.03, -3.36, -1.26], [-2.88, -1.74, -1.94], [-3.62, -2.59, 1.32], [-3.92, -3.63, 1.18], [-2.58, -2.58, 1.63], [-4.22, -2.16, 2.12], [-3.67, -0.30, 0.23], [-2.25, 0.17, 0.54], [-1.84, -0.46, 1.33], [-2.16, 1.62, 1.03], [-2.19, 2.75, -0.01], [-3.52, 2.89, -0.73], [-4.35, 2.87, -0.03], [-3.56, 3.84, -1.26], [-3.66, 2.10, -1.46], [-2.01, 3.67, 0.55], [-1.05, 2.61, -1.04], [0.29, 2.53, -0.39], [1.16, 1.54, -0.57], [2.47, 1.43, 0.04], [3.23, 0.36, -0.26], [4.57, 0.05, 0.24], [5.23, 0.69, 1.03], [5.00, -1.10, -0.31], [6.30, -1.56, 0.05], [7.36, -0.87, -0.81], [8.35, -1.23, -0.54], [7.32, 0.21, -0.64], [7.17, -1.07, -1.86], [6.31, -3.07, -0.13], [7.28, -3.47, 0.16], [5.54, -3.53, 0.47], [6.13, -3.32, -1.18], [6.47, -1.30, 1.11], [2.85, -0.39, -0.94], [2.90, 2.51, 0.98], [2.92, 3.47, 0.46], [3.89, 2.30, 1.36], [2.21, 2.59, 1.81], [0.89, 0.72, -1.23], [0.53, 3.36, 0.26], [-1.08, 3.49, -1.69], [-1.22, 1.73, -1.67], [-1.22, 1.72, 1.58], [-2.97, 1.80, 1.75], [-1.61, 0.05, -0.34], [-4.32, -0.01, 1.06], [-4.04, 0.18, -0.68], [-7.06, -2.15, -0.50], [-6.35, -0.72, 0.26], [-6.28, -2.29, 1.09]]
}

***

{
  "formula": "C19H34O4",
  "method": "wB97M-V/def2-TZVPD",
  "smiles": "CCCCCC[C@H]1CC(=O)O[C@@H]1CCC(C)C.O=C1CCCO1",
  "homo_lumo_gap_ev": 10.59,
  "de_lowest_kcal_mol": 0.0,
  "elements": ["C", "C", "C", "C", "C", "C", "C", "C", "C", "O", "O", "C", "C", "C", "C", "C", "C", "H", "H", "H", "H", "H", "H", "H", "H", "H", "H", "H", "H", "H", "H", "H", "H", "H", "H", "H", "H", "H", "H", "H", "H", "H", "H", "H", "H", "O", "C", "O", "C", "C", "C", "H", "H", "H", "H", "H", "H"],
  "positions_angstrom": [[-2.44, -5.27, -2.95], [-2.51, -6.05, -1.62], [-1.18, -6.14, -0.85], [-1.00, -5.07, 0.26], [0.15, -4.06, 0.05], [-0.28, -2.64, -0.38], [0.44, -2.11, -1.61], [-0.29, -2.10, -2.96], [0.71, -1.34, -3.81], [0.88, -1.38, -4.99], [1.48, -0.58, -2.98], [0.91, -0.66, -1.65], [1.84, -0.14, -0.56], [1.47, 1.26, -0.07], [1.99, 1.68, 1.32], [2.06, 0.52, 2.31], [1.08, 2.78, 1.89], [-2.91, -4.29, -2.86], [-1.40, -5.11, -3.22], [-2.90, -5.82, -3.77], [-2.85, -7.06, -1.83], [-3.26, -5.60, -0.97], [-1.14, -7.12, -0.38], [-0.34, -6.06, -1.55], [-0.80, -5.60, 1.19], [-1.94, -4.54, 0.43], [0.68, -3.98, 1.00], [0.86, -4.48, -0.65], [-1.35, -2.66, -0.59], [-0.13, -1.96, 0.46], [1.34, -2.69, -1.83], [-0.58, -3.05, -3.39], [-1.21, -1.50, -2.90], [0.00, -0.04, -1.70], [2.84, -0.12, -1.01], [1.82, -0.87, 0.25], [1.88, 1.97, -0.80], [0.39, 1.40, -0.10], [2.97, 2.14, 1.19], [2.37, 0.87, 3.29], [1.08, 0.04, 2.39], [2.77, -0.24, 2.00], [0.03, 2.53, 1.73], [1.23, 2.87, 2.96], [1.28, 3.75, 1.43], [1.85, 6.26, 2.06], [0.74, 6.68, 2.15], [-0.34, 5.87, 2.26], [-1.55, 6.65, 2.26], [-1.14, 8.04, 2.71], [0.29, 8.13, 2.16], [-1.96, 6.64, 1.25], [-2.27, 6.17, 2.93], [-1.80, 8.82, 2.35], [-1.12, 8.09, 3.80], [0.31, 8.50, 1.13], [0.96, 8.73, 2.77]]
}

***

{
  "formula": "C19H35B2Br2O10P",
  "method": "wB97M-V/def2-TZVPD",
  "smiles": "CC[C@@]1(CC(=O)Br)OC(=O)[C@@](CP(=O)(O)O)(B(C)O)[C@]1(Br)B(C)O.C1CCOC1.C1CCOC1",
  "homo_lumo_gap_ev": 9.61,
  "elements": ["C", "C", "C", "C", "C", "O", "Br", "O", "C", "O", "C", "C", "P", "O", "O", "O", "B", "C", "O", "C", "Br", "B", "C", "O", "H", "H", "H", "H", "H", "H", "H", "H", "H", "H", "H", "H", "H", "H", "H", "H", "H", "H", "H", "C", "C", "C", "O", "C", "H", "H", "H", "H", "H", "H", "H", "H", "C", "C", "C", "O", "C", "H", "H", "H", "H", "H", "H", "H", "H"],
  "positions_angstrom": [[-1.08, -0.92, 0.55], [-1.89, -0.43, -0.65], [-1.38, 0.84, -1.31], [-2.65, 1.62, -1.79], [-3.26, 2.44, -0.69], [-3.76, 2.02, 0.32], [-3.35, 4.38, -1.03], [-0.78, 1.68, -0.29], [0.02, 2.55, -1.01], [-0.04, 3.75, -0.95], [0.87, 1.66, -1.92], [1.49, 2.59, -3.01], [2.93, 3.64, -2.61], [2.96, 4.76, -3.56], [2.81, 4.15, -1.12], [4.29, 2.82, -2.72], [2.08, 1.01, -1.09], [2.20, 1.16, 0.48], [3.07, 0.39, -1.77], [-0.26, 0.72, -2.39], [0.48, -1.14, -2.33], [-0.72, 0.93, -3.94], [-1.17, 2.33, -4.51], [-0.71, -0.12, -4.82], [-0.05, -0.62, 0.42], [-1.48, -0.57, 1.49], [-1.04, -2.00, 0.53], [-2.88, -0.20, -0.27], [-2.05, -1.21, -1.38], [-3.42, 0.92, -2.08], [-2.49, 2.27, -2.63], [0.78, 3.29, -3.41], [1.85, 1.95, -3.82], [3.16, 5.04, -1.16], [4.40, 2.66, -3.66], [3.03, 0.60, 0.89], [2.36, 2.22, 0.69], [1.30, 0.88, 1.00], [3.83, 0.32, -1.19], [-0.52, 2.60, -5.34], [-2.16, 2.20, -4.93], [-1.22, 3.13, -3.79], [-0.11, 0.11, -5.54], [-3.96, -0.51, 4.93], [-3.59, -1.85, 5.56], [-2.34, -2.22, 4.78], [-1.70, -0.99, 4.43], [-2.59, 0.10, 4.68], [-4.59, 0.12, 5.56], [-4.48, -0.67, 3.99], [-3.35, -1.71, 6.62], [-4.37, -2.60, 5.49], [-2.59, -2.75, 3.86], [-1.64, -2.83, 5.36], [-2.23, 0.65, 5.56], [-2.58, 0.78, 3.83], [3.56, -3.84, 1.46], [2.68, -5.04, 1.13], [1.38, -4.37, 0.71], [1.75, -3.11, 0.13], [3.12, -2.84, 0.40], [4.63, -4.06, 1.42], [3.32, -3.47, 2.46], [3.10, -5.60, 0.28], [2.55, -5.74, 1.96], [0.74, -4.17, 1.58], [0.81, -4.95, -0.02], [3.69, -2.96, -0.53], [3.22, -1.80, 0.73]]
}

***

{
  "formula": "C19H35BCuNO2P",
  "method": "wB97M-V/def2-TZVPD",
  "homo_lumo_gap_ev": [7.09, 6.73],
  "spin_multiplicity": 2,
  "s2": 0.7605,
  "de_lowest_kcal_mol": 0.0,
  "elements": ["C", "C", "C", "C", "C", "C", "C", "C", "N", "Cu", "C", "P", "H", "H", "H", "H", "H", "H", "H", "H", "C", "C", "H", "C", "C", "H", "H", "H", "H", "H", "H", "H", "H", "H", "H", "H", "H", "H", "H", "C", "C", "C", "O", "B", "O", "C", "C", "C", "H", "H", "H", "H", "H", "H", "H", "H", "H", "H", "H", "H"],
  "positions_angstrom": [[-2.58, 0.62, -4.36], [-2.34, -0.58, -3.72], [-1.45, -0.66, -2.64], [-0.77, 0.50, -2.24], [-1.14, 1.73, -2.78], [-2.05, 1.81, -3.84], [-1.31, -1.96, -1.88], [0.08, -2.56, -1.70], [1.21, -1.59, -1.65], [0.66, 0.37, -0.94], [-0.53, 2.99, -2.20], [1.06, 2.43, -1.47], [-2.86, -1.52, -4.01], [-2.31, 2.80, -4.20], [-3.22, 0.67, -5.23], [-1.15, 3.39, -1.38], [-0.45, 3.78, -2.95], [-1.77, -1.83, -0.88], [-1.92, -2.70, -2.42], [0.09, -3.09, -0.74], [1.71, 3.74, -0.42], [2.11, 2.48, -2.95], [0.27, -3.28, -2.51], [1.80, -1.30, -2.98], [2.27, -2.04, -0.71], [-0.46, 0.30, 0.33], [2.28, -2.19, -3.43], [1.03, -0.92, -3.66], [2.57, -0.51, -2.86], [2.89, -2.85, -1.16], [2.92, -1.19, -0.48], [1.80, -2.40, 0.21], [2.22, 3.49, -3.38], [3.10, 2.10, -2.64], [1.72, 1.81, -3.72], [1.91, 4.68, -0.95], [1.01, 3.93, 0.40], [2.64, 3.34, 0.00], [0.85, 0.46, 1.30], [1.24, -1.10, 4.40], [-0.02, -1.29, 3.57], [-0.64, -2.66, 3.77], [0.43, -1.31, 2.20], [-0.18, -0.17, 1.62], [-1.41, 0.13, 2.25], [-1.09, -0.09, 3.63], [-2.44, -0.36, 4.29], [-0.53, 1.27, 4.10], [1.92, -1.95, 4.24], [1.04, -1.03, 5.48], [1.81, -0.22, 4.08], [0.11, -3.43, 3.55], [-1.02, -2.87, 4.79], [-1.46, -2.79, 3.05], [-2.39, -0.41, 5.39], [-3.16, 0.42, 4.00], [-2.86, -1.31, 3.93], [0.40, 1.52, 3.57], [-1.25, 2.06, 3.79], [-0.38, 1.37, 5.18]]
}

***

Q: Which formula does entry 2 have?
A: C19H34O4